Entry 1:
Below is the molecule C5H8N2, with properties calculated with ωB97M-V/def2-TZVPD.

Geometry (Å):
C -1.05488 -1.15837 -0.29230
C 0.04681 -0.13215 -0.08133
C 1.18457 -0.25059 -1.07620
N -0.47967 1.26193 -0.04770
C 0.44187 0.01886 1.36197
C -0.32975 1.56511 1.42892
N -0.27001 2.28111 2.38671
H -0.63888 -2.16802 -0.22172
H -1.49786 -1.03640 -1.28893
H -1.83980 -1.05801 0.46651
H 0.80443 -0.24720 -2.10214
H 1.88904 0.58090 -0.95542
H 1.72548 -1.18966 -0.90551
H -1.50412 1.27899 -0.13205
H 1.52280 0.25349 1.45920

Its total charge is 0. Its highest occupied orbital energy (spin up / spin down) is -8.8814 / -9.0754 eV. The calculation puts the LUMO energy (spin up / spin down) at -1.0 / -1.1 eV.

Atom charges from the Löwdin analysis, given in e for atoms 1 to 5:
1. C -0.04
2. C -0.65
3. C -0.05
4. N 0.09
5. C 0.13

=====

Entry 2:
Below is the molecule C3H8O2SSi, with properties calculated with ωB97M-V/def2-TZVPD.

Geometry (Å):
C -1.84139 0.87942 0.77364
C 0.38965 -0.81387 -0.88906
C 1.49480 -1.58803 -0.25337
O -2.88305 -0.88659 -0.80278
O 0.49288 0.58478 -0.80527
Si -0.42007 1.79158 -0.19932
S -1.99722 -0.89632 0.37304
H -1.83185 0.92725 1.87020
H -2.75000 1.24353 0.27727
H 0.05549 -1.19712 -1.91068
H 1.39750 -1.28512 0.80216
H 2.54036 -1.49616 -0.47452
H 1.30606 -2.73923 -0.27997
H -1.26205 2.34655 -1.34440
H 0.43346 2.51959 0.60738

Its total charge is 0. Its highest occupied orbital energy (spin up / spin down) is -7.8685 / -8.0330 eV. The calculation puts the LUMO energy (spin up / spin down) at -0.2 / 0.4 eV.

Atom charges from the Löwdin analysis, given in e for atoms 1 to 5:
1. C -0.50
2. C -0.28
3. C -0.11
4. O -0.60
5. O -0.32

=====

Entry 3:
Below is the molecule C5H8O2, with properties calculated with ωB97M-V/def2-TZVPD.

Geometry (Å):
C 1.68058 -0.30275 0.22051
C 1.56114 1.10020 -0.26563
C 0.41430 0.44035 0.30785
C -1.21342 0.36684 0.22518
C -1.78452 -0.97251 0.05838
O -0.52255 0.65444 1.39310
O -1.87833 1.27332 -0.46884
H 1.72676 -1.19140 -0.36578
H 2.10379 -0.14645 1.25372
H 2.02004 1.93189 0.18730
H 1.50098 1.14526 -1.34417
H -2.76524 -1.04720 0.43723
H -1.25509 -1.54064 0.82795
H -1.65965 -1.14756 -1.00137
H -1.85237 2.09970 -0.05892

Its spin multiplicity is 3. Its total charge is 0. Its highest occupied orbital energy (spin up / spin down) is -2.7767 / -10.1591 eV. The calculation puts the LUMO energy (spin up / spin down) at 0.8 / -2.2 eV. The expectation value of S² is 2.005.

Atom charges from the Löwdin analysis, given in e for atoms 1 to 5:
1. C -0.08
2. C -0.11
3. C -0.29
4. C -0.57
5. C 0.02

=====

Entry 4:
Below is a cluster of 2 separate species, C3H12N4 in total, with properties calculated with ωB97M-V/def2-TZVPD.

Geometry (Å):
C 0.44308 0.90538 0.30290
C -0.36264 1.38358 -0.85660
C -1.54108 -1.68019 -0.85753
N 0.74225 1.82693 1.16969
N -0.24086 -1.51690 -0.60333
N 1.84309 1.89857 1.97781
N 0.39592 -2.58781 -0.45812
H 0.78870 -0.11549 0.29396
H -0.60371 2.43447 -0.61161
H -1.35139 0.91794 -0.98663
H 0.14517 1.42452 -1.78349
H -2.06570 -1.26731 0.05382
H -1.96862 -0.96804 -1.61292
H -1.84166 -2.77860 -1.16594
H 0.18622 2.71109 1.23353
H 1.78731 2.44050 2.80666
H 2.31941 1.00614 1.94779
H -0.00458 -3.48754 -0.52983
H 1.32908 -2.54722 -0.32017

Its total charge is +2. Its highest occupied orbital energy is -17.9328 eV. The calculation puts the LUMO energy at -10.3 eV.

Atom charges from the Löwdin analysis, given in e for atoms 1 to 5:
1. C -0.06
2. C -0.02
3. C -0.06
4. N 0.01
5. N 0.02

=====

Entry 5:
Below is a cluster of 13 separate species, C7H37NO12 in total, with properties calculated with ωB97M-V/def2-TZVPD.

Geometry (Å):
C -0.49361 0.15373 -0.18949
C 0.11277 -0.46058 1.09638
C 1.00909 -1.57071 0.76488
C 2.21340 -1.37440 0.11978
C 2.75273 -0.15494 -0.53610
C 3.10825 -0.36890 -1.81829
C 0.79917 -2.88793 1.46454
N -1.81971 0.80126 -0.04381
H -0.53061 -0.52874 -1.04112
H 0.25181 0.87622 -0.53832
H -0.70227 -0.78308 1.76786
H 0.55809 0.34720 1.71253
H 3.02216 -2.06431 -0.12626
H 2.77741 0.84147 -0.11955
H 3.05173 -1.32384 -2.30525
H 3.59839 0.42237 -2.39490
H 1.62444 -3.05443 2.15625
H -0.04007 -2.93927 2.16491
H 0.76101 -3.77166 0.81636
H -2.16396 0.89749 -0.98469
H -2.43742 0.15542 0.44861
H 0.36126 -1.03131 4.83552
H -0.21151 -1.26740 3.46985
O 0.64166 -1.09094 3.91166
H -1.48290 -4.38908 0.79263
H -2.40058 -3.30153 0.14687
O -2.25494 -3.83858 0.94453
H 2.87500 1.87237 2.27093
H 4.12241 2.49968 1.64618
O 3.16522 2.41185 1.52608
H 1.30473 2.64296 0.86510
H 1.44017 4.08174 0.37140
O 0.82522 3.34124 0.43172
H -0.32010 1.93357 -1.91434
H 0.44028 2.98018 -1.14332
O -0.17744 2.87633 -1.91410
H -2.93715 3.52010 -2.00512
H -1.44216 3.69931 -2.63971
O -2.41957 3.56997 -2.80471
H -1.33785 -0.51698 -3.13072
H -2.04514 -1.65161 -3.87425
O -1.24574 -1.46710 -3.35280
H -1.88185 -2.46822 -2.08351
H -2.26749 -4.06399 -2.19981
O -2.20547 -3.28529 -1.65691
H -2.48458 -2.58817 2.04198
H -3.58635 -1.81457 2.77543
O -2.63756 -1.78298 2.60054
H 4.91140 -1.07398 0.87364
H 4.43287 -0.23673 2.01270
O 5.11225 -0.24690 1.31722
H -1.46460 1.07201 -4.27312
H -2.29267 1.95514 -3.44422
O -2.13332 0.98029 -3.57150
H -1.96790 2.43482 1.48816
H -1.46053 3.75813 1.80999
O -2.27194 3.24340 1.88787

Its spin multiplicity is 2. Its total charge is +1. Its highest occupied orbital energy (spin up / spin down) is -12.8861 / -12.8627 eV. The calculation puts the LUMO energy (spin up / spin down) at -4.4 / -7.7 eV. The expectation value of S² is 0.767.

Atom charges from the Löwdin analysis, given in e for atoms 1 to 5:
1. C -0.23
2. C -0.12
3. C -0.13
4. C 0.05
5. C -0.11

=====

Entry 6:
Below is a structure of composition C3H4AgO3, with properties calculated with ωB97M-V/def2-TZVPD.

Geometry (Å):
C 0.83364 -0.53613 -1.28477
C -0.27905 0.37777 -1.09721
O -0.64888 0.64996 0.06854
C -0.27897 -0.46163 2.17592
O 0.69355 -1.09697 1.98999
O -0.97057 0.40948 2.57061
H 1.74655 0.02513 -1.52936
H -0.87542 0.81622 -1.91357
H 0.60967 -1.23009 -2.10717
Ag -1.90490 2.07543 1.30924
H 1.07437 -1.02918 -0.18221

Its spin multiplicity is 3. Its total charge is +1. Its highest occupied orbital energy (spin up / spin down) is -10.3921 / -16.1885 eV. The calculation puts the LUMO energy (spin up / spin down) at -6.2 / -9.3 eV. The expectation value of S² is 2.006.

Atom charges from the Löwdin analysis, given in e for atoms 1 to 5:
1. C 0.00
2. C -0.17
3. O -0.06
4. C -0.36
5. O 0.23

=====

Summary of energy relative to the best compared isomer or geometry (same formula, charge and spin) in kJ/mol
517.1, 263.0, 508.0, 516.9, 329.7, 8.9
(order as listed above)